(1)
DFT (ωB97M-V/def2-TZVPD) results for a molecular structure, C43H46BCrF8N9S3Sb in a non-equilibrium geometry.

Atoms and positions in Å:
C 6.0898 -27.1242 -4.8380
H 6.6872 -18.8402 3.0867
H 0.3178 -26.4156 -0.5555
H 4.9955 -19.9228 -1.0503
F 0.1874 -21.4128 4.1416
C 7.9416 -24.9439 3.4750
C 10.3979 -24.6930 3.2824
C 11.0626 -16.2671 -1.1100
H 8.7626 -22.3529 3.2020
H 8.0332 -24.5573 4.5017
C 4.6063 -19.6940 -3.2305
C 1.4898 -19.8478 2.8645
C 4.4723 -26.4855 -0.8181
Cr 6.1857 -24.1230 -1.8259
H 4.8264 -17.5906 4.3059
N 6.3707 -22.2940 -1.9929
C 5.5064 -19.8010 -1.9691
H 6.1572 -24.6629 -7.1910
N 5.2206 -22.3313 -5.6631
H 3.5235 -29.0096 1.0169
F 4.3697 -18.6930 -5.4527
H 8.0654 -28.0868 -6.7044
C 5.1635 -17.2838 3.3102
C 7.0664 -18.1443 -3.0028
C 9.9640 -25.8984 0.7302
H 7.5874 -28.0625 -1.6307
F 2.5496 -18.9367 3.0427
F 2.3946 -21.1644 4.6225
C 2.2179 -26.4862 0.2991
C 6.6044 -25.6549 -7.3491
H 11.2675 -24.4227 2.6338
H 9.8616 -27.2427 -1.0520
C 5.1393 -18.8502 -4.3084
C 8.5998 -24.6283 -6.2872
H 3.5269 -19.6354 -3.0667
H 9.9259 -22.5132 1.8880
C 7.8157 -25.2782 0.4427
H 7.8701 -26.0288 3.3986
H 1.7743 -24.2464 0.4559
H 9.4262 -24.6847 -5.6006
C 9.0517 -24.3587 2.5237
C 5.3479 -28.3453 0.0119
C 5.7193 -21.3229 -2.4324
C 9.7107 -16.5357 -1.0088
H 12.0455 -17.4225 1.9375
C 2.3409 -25.0686 0.9203
N 8.1302 -26.2059 -0.4781
H 8.8805 -27.0051 -7.8505
N 3.5086 -27.0837 -0.0735
H 5.7144 -27.7453 -5.6653
C 6.4989 -17.6238 1.3290
H 6.0709 -29.1626 0.0096
C 8.9472 -22.8601 2.2601
B 7.0644 -26.9369 -1.4435
C 6.3313 -18.1791 -4.2261
C 1.3073 -26.4106 -0.9326
C 9.9888 -17.4320 1.1678
F 0.3479 -19.1803 2.6208
C 7.7581 -25.9381 -6.3608
H 1.9873 -27.5715 2.2890
H 8.1304 -22.6636 1.5574
H 1.4809 -25.6102 -1.6520
H 7.9354 -23.8037 -6.0439
H 6.9308 -24.5934 3.1480
C 1.2332 -20.5322 4.2573
C 11.8996 -16.7241 -0.0745
F 3.4868 -15.6388 3.2776
N 7.1664 -26.2435 -4.9924
F 1.0456 -19.6160 5.2307
N 5.6574 -27.1645 -0.7276
C 6.1546 -17.9918 2.6422
H 6.2971 -16.1394 -0.2664
H 7.9396 -17.5252 -2.8495
C 6.6681 -18.8867 -1.9462
C 9.4444 -26.5237 -0.3852
C 1.4875 -27.4416 1.2905
H 10.9422 -25.8947 1.2132
H 9.5211 -17.8034 2.0784
H 8.9188 -24.4496 -7.3166
N 8.9292 -25.1199 1.2781
N 6.6717 -26.4144 -2.8017
H 9.5566 -27.1524 -6.2879
H 2.0783 -25.0601 1.9347
C 11.3830 -17.2479 1.1024
C 5.7790 -27.2317 -3.5443
C 4.0745 -28.2965 0.4356
H 7.0403 -25.6975 -8.3666
C 9.1775 -17.2628 0.0843
C 5.9607 -16.4558 0.7365
H 6.7009 -17.6472 -5.1189
H 9.0809 -16.0331 -1.7658
H 3.4156 -24.7860 0.8886
H 1.3898 -28.3923 0.8008
C 8.6088 -27.1512 -6.8017
F 13.2517 -16.5636 -0.1871
H 10.4886 -25.7492 3.5732
H 10.4212 -24.0993 4.1884
C 4.6153 -16.1022 2.7093
C 5.0325 -15.6306 1.4553
H 0.5396 -26.9766 1.4484
C 7.4096 -25.7110 -3.7352
H 1.4518 -27.3311 -1.4716
Sb 7.6923 -18.7842 -0.0002
H 4.6291 -14.7749 0.9614
H 5.1281 -27.9362 -3.0542
H 5.7652 -26.3796 -7.2838
S 6.3824 -24.4159 0.5593
H 11.5120 -15.8141 -2.0123
C 5.1350 -21.6753 -4.7195
N 4.8470 -21.1738 -3.5323
S 4.0761 -25.1597 -1.7963
S 8.2950 -24.3430 -3.2501

Summary:
2S+1 = 4
highest occupied orbital energy (spin up / spin down) = -6.912 / -6.119 eV
molar mass = 1121.657 g/mol

(2)
DFT (ωB97M-V/def2-TZVPD) results for a single C4H8O2 molecule.

Atoms and positions in Å:
H -2.4262 -0.7445 0.2206
H -0.2865 1.7657 -0.2680
C -1.4797 -1.1230 0.6409
H 2.4145 0.2176 0.6247
C -0.3469 0.6898 -0.6089
C 1.2895 0.5280 -0.9120
O 2.1544 0.9698 0.0796
H 1.3874 1.1717 -1.7864
H 0.1269 0.2120 1.4707
O -0.9865 0.3779 -1.6721
H -1.1635 -1.8631 -0.1138
C -0.5054 -0.0299 0.6172
H 1.4282 -0.5163 -1.2045
H -1.6227 -1.6038 1.6097

Summary:
energy relative to the best compared isomer or geometry (same formula, charge and spin) = 103.6 kcal/mol
2S+1 = 1
highest occupied orbital energy (spin up / spin down) = -8.164 / -8.657 eV
molar mass = 88.106 g/mol

(3)
DFT (ωB97M-V/def2-TZVPD) results for a single C8H5ClN2S2 molecule in a non-equilibrium geometry.

Atoms and positions in Å:
S -1.1379 2.5744 -0.0890
H -0.4299 -5.2596 -0.3875
C -0.3849 1.0232 -0.2495
Cl 2.0377 -0.4053 0.2016
C -0.8688 -2.0778 -1.8319
C 0.9872 0.9171 0.4340
H -0.4703 -3.8027 1.6778
C -0.7038 -3.2636 0.6777
C -0.8056 -1.9008 0.5496
N -0.9883 0.0391 -0.8896
H -0.8619 -1.7501 -2.7299
H -0.7031 -4.3126 -2.6132
C -0.8604 -1.2520 -0.6580
C -0.5933 -4.0274 -0.4182
N 1.4895 1.9580 1.0606
S 0.4449 3.2954 1.1407
H -0.6779 -1.2093 1.5857
C -0.7569 -3.5306 -1.6676

Summary:
SMILES = Clc1nss/c1=N/c1ccccc1
energy relative to the best compared isomer or geometry (same formula, charge and spin) = 26.1 kcal/mol
2S+1 = 1
highest occupied orbital energy = -8.053 eV
molar mass = 228.729 g/mol

(4)
DFT (ωB97M-V/def2-TZVPD) results for a gas-phase ion, C2H9N2 (charge +1) in a non-equilibrium geometry.

Atoms and positions in Å:
N 0.3292 0.9412 1.4689
H 0.9444 1.7332 1.3270
H -0.6898 1.4073 -0.4025
H 0.9199 -1.1444 0.0722
H -1.3249 0.0244 0.4983
C -0.4171 0.5465 0.2037
H -0.9856 -0.7427 -2.1091
N -0.6300 -1.2897 -1.3424
C 0.3678 -0.4822 -0.6158
H -0.1695 -2.1296 -1.6540
H -0.3741 1.1996 2.1643
H 1.1458 -0.1845 -1.3305
H 0.8840 0.1210 1.7199

Summary:
SMILES = NCC[NH3+]
energy relative to the best compared isomer or geometry (same formula, charge and spin) = 20.1 kcal/mol
2S+1 = 1
highest occupied orbital energy = -13.681 eV
molar mass = 61.108 g/mol
charge = +1

(5)
DFT (ωB97M-V/def2-TZVPD) results for 3 unconnected molecules or ions with the total composition C3H11NO4 in a non-equilibrium geometry.

Atoms and positions in Å:
O -1.4308 -2.6915 -1.8182
O 0.2640 3.1760 -1.7904
C 0.7693 -0.7663 0.1348
H 2.5174 -0.7225 1.2887
H -0.4898 -2.4440 -1.7105
H -1.1963 -1.2644 -0.1505
N -0.5362 -0.8305 0.4749
H 1.3908 0.4429 1.8291
H 0.4489 3.7478 -1.0387
O 1.1536 -1.3604 -0.8719
H -1.4236 1.4064 0.2875
H -0.4499 -0.0495 2.3895
H -2.0737 -0.5905 1.8559
C -1.1477 -0.1129 1.5551
H 2.3775 0.6376 0.2964
C 1.7908 -0.0172 0.9325
O -1.4801 1.2377 1.2389
H 1.1302 2.9441 -2.1435
H -1.6148 -2.7428 -2.7596

Summary:
SMILES = CC(=O)NCO.O.O
energy relative to the best compared isomer or geometry (same formula, charge and spin) = 28.3 kcal/mol
2S+1 = 1
highest occupied orbital energy = -10.112 eV
molar mass = 125.124 g/mol

(6)
DFT (ωB97M-V/def2-TZVPD) results for a single C5H7N molecule in a non-equilibrium geometry.

Atoms and positions in Å:
H 2.5020 -0.0243 -0.5113
H 0.8676 1.8478 0.6718
C -0.6069 -0.9197 0.2292
C -0.8283 0.6771 0.3587
N -1.3608 -0.1976 -0.7685
H 1.3346 -2.1465 0.1909
C 1.3692 0.0081 -0.2321
H -2.2862 -0.4695 -0.6007
H -1.4434 1.1420 1.3180
H -1.3192 -1.7033 0.5762
C 0.8246 -1.1783 -0.0039
C 0.3872 1.1493 -0.0988
H 0.5595 1.8148 -1.1295

Summary:
SMILES = C1=C[C@@H]2N[C@@H]2C1
energy relative to the best compared isomer or geometry (same formula, charge and spin) = 87.1 kcal/mol
2S+1 = 1
highest occupied orbital energy = -8.547 eV
molar mass = 81.118 g/mol